[1]
Computed, not measured: a 2-piece molecular cluster, C2H7N3 overall at a distorted geometry, with ωB97M-V/def2-TZVPD.

As for the calculated total energy: -6654.665 eV. The calculation puts the HOMO energy (spin up / spin down) at 0.0395 / -0.1271 Eh. The total charge is -1. For the energy above the lowest of the compared OMol25 structures with the same formula, charge and spin, the calculation gives 36.3 kcal/mol. As for the multiplicity: 2. Its expectation value of S² is 0.7520.

Last column: Mulliken spin population.
Cartesian coordinates (Å):
C 1.5689 -1.1149 2.2633  0.83
N 1.4479 -1.1432 1.0175  0.19
H 2.4412 -0.6462 2.6936  -0.06
H 0.7339 -1.4629 2.8063  -0.20
H 0.8987 -1.8260 0.4607  0.05
N -0.1678 0.9664 -0.3394  0.01
C -1.3229 0.8815 -0.9924  0.48
N -1.4701 0.3885 -2.1824  -0.08
H 0.6534 0.3886 -0.3583  0.02
H -0.2477 1.7430 0.2718  -0.17
H -2.1760 1.2445 -0.3972  -0.04
H -2.4493 0.4769 -2.5720  -0.02

Cartesian forces (eV/Å) of the 3 atoms listed first:
-0.245 0.055 2.298
1.325 0.126 -6.350
-0.042 0.242 0.512



[2]
Computed, not measured: one molecule with the formula C2H7N3 at a distorted geometry, with ωB97M-V/def2-TZVPD.

As for the calculated total energy: -6657.820 eV. The calculation puts the HOMO energy at -0.3458 Eh. For the energy above the lowest of the compared OMol25 structures with the same formula, charge and spin, the calculation gives 3.1 kcal/mol. As for the SMILES: [H]/N=C(\N)CN.

Last column: Löwdin charge in e.
Cartesian coordinates (Å):
C -0.7495 -0.6370 0.0136  -0.24
C 0.5131 0.2388 0.0089  -0.49
H -1.9638 0.7778 -0.7613  0.06
H -2.1054 0.6417 0.8762  0.07
H -0.7473 -1.2590 0.8995  0.11
H -0.6897 -1.2723 -0.8809  0.11
H 2.5489 -0.0420 -0.2006  0.08
H 1.6595 -1.4940 -0.1024  0.09
H 1.3818 1.9198 0.0451  0.03
N -2.0081 0.1106 -0.0007  -0.02
N 1.7030 -0.4975 0.0829  0.09
N 0.4575 1.5132 0.0197  0.10

Cartesian forces (eV/Å) of the 3 atoms listed first:
-0.149 1.135 -0.352
0.660 -0.220 0.439
-0.091 0.187 0.167



[3]
Computed, not measured: a 2-piece molecular cluster, C2H7N3O overall at a distorted geometry, with ωB97M-V/def2-TZVPD.

As for the calculated total energy: -8702.361 eV. The calculation puts the HOMO energy at -0.3707 Eh. For the energy above the lowest of the compared OMol25 structures with the same formula, charge and spin, the calculation gives 90.3 kcal/mol. As for the SMILES: [H]/N=C\ON.C=N.

Last column: Löwdin charge in e.
Cartesian coordinates (Å):
N 1.5318 -1.1042 0.6440  0.05
O 0.3252 -1.5797 -0.0316  -0.15
H 0.8495 1.0047 -1.7683  0.07
H 1.4184 -0.0794 0.6228  0.03
H 1.4132 -1.4178 1.6064  0.07
C 0.1958 1.6299 -1.1390  -0.10
C -0.8101 -1.0952 0.5268  -0.37
N 0.4250 1.7529 0.1251  0.01
N -1.9468 -1.2656 -0.0522  0.09
H -0.2851 2.3779 0.5328  0.06
H -1.7726 -1.7915 -0.9158  0.05
H -0.6593 2.1252 -1.6270  0.07
H -0.6850 -0.5570 1.4761  0.12

Cartesian forces (eV/Å) of the 3 atoms listed first:
-0.681 0.038 -0.408
0.796 0.400 0.689
-0.256 0.212 0.397



[4]
Computed, not measured: C2H7N3O2 as an isolated structure at a distorted geometry, with ωB97M-V/def2-TZVPD.

As for the calculated total energy: -10746.663 eV. The calculation puts the HOMO energy at -0.3342 Eh. For the energy above the lowest of the compared OMol25 structures with the same formula, charge and spin, the calculation gives 170.9 kcal/mol.

Last column: Löwdin charge in e.
Cartesian coordinates (Å):
C -1.4487 -0.7520 -0.6986  -0.12
C 1.9288 -0.3710 0.0396  0.14
N -0.6504 0.0272 0.1937  -0.13
N 0.2950 -0.7068 0.8309  -0.08
N 0.3218 -0.9088 2.1528  -0.44
O 1.3744 -0.7735 2.7251  0.06
O -0.7925 -1.1400 2.6567  0.03
H -0.7707 -1.3952 -1.2194  0.06
H -2.3566 -1.2376 -0.2152  0.09
H -1.9403 -0.0600 -1.5176  0.11
H 1.5951 0.2948 -0.7477  0.05
H 2.4778 0.2122 0.7729  0.05
H 2.2122 -1.3630 -0.2188  0.05
H -1.1393 0.7308 0.7447  0.14

Cartesian forces (eV/Å) of the 3 atoms listed first:
-3.130 1.434 -1.234
-3.811 0.570 2.387
-0.850 0.656 0.359



> Which formula does entry 1 have?

C2H7N3



Repeat the third record exactly.
Computed, not measured: a 2-piece molecular cluster, C2H7N3O overall at a distorted geometry, with ωB97M-V/def2-TZVPD.

As for the calculated total energy: -8702.361 eV. The calculation puts the HOMO energy at -0.3707 Eh. For the energy above the lowest of the compared OMol25 structures with the same formula, charge and spin, the calculation gives 90.3 kcal/mol. As for the SMILES: [H]/N=C\ON.C=N.

Last column: Löwdin charge in e.
Cartesian coordinates (Å):
N 1.5318 -1.1042 0.6440  0.05
O 0.3252 -1.5797 -0.0316  -0.15
H 0.8495 1.0047 -1.7683  0.07
H 1.4184 -0.0794 0.6228  0.03
H 1.4132 -1.4178 1.6064  0.07
C 0.1958 1.6299 -1.1390  -0.10
C -0.8101 -1.0952 0.5268  -0.37
N 0.4250 1.7529 0.1251  0.01
N -1.9468 -1.2656 -0.0522  0.09
H -0.2851 2.3779 0.5328  0.06
H -1.7726 -1.7915 -0.9158  0.05
H -0.6593 2.1252 -1.6270  0.07
H -0.6850 -0.5570 1.4761  0.12

Cartesian forces (eV/Å) of the 3 atoms listed first:
-0.681 0.038 -0.408
0.796 0.400 0.689
-0.256 0.212 0.397



> What is the calculated total energy in the third record?

-8702.361 eV